# 1
The following is a quantum chemistry calculation of C20H30B2BeFN2O20 as an isolated structure at a distorted geometry, from OMol25.

Structure (XYZ):
```
76
Properties=species:S:1:pos:R:3:forces:R:3:mulliken_spin:R:1
Be 1.0990 0.5087 0.0323 0.64 -1.68 -0.11 0.77
O -4.8051 -4.2923 -5.3479 1.00 -0.02 -0.47 0.00
C -3.7665 -3.7194 -5.1036 -1.63 1.03 -1.37 0.00
O -3.3344 -3.4431 -3.9352 0.91 -0.17 2.40 0.00
B -2.0636 -2.6904 -3.9283 -0.24 -0.99 -0.50 0.01
O -1.9713 -2.2078 -5.3199 -0.72 -0.36 -1.26 0.00
C -2.8851 -2.8476 -6.0930 0.68 -0.57 0.48 0.00
O -2.9916 -2.8016 -7.2882 0.11 0.34 0.47 0.00
O -0.9103 -3.5623 -3.5768 -1.24 0.66 -0.49 0.00
C -0.1829 -2.9121 -2.6999 2.56 -0.01 1.38 0.04
O 0.8522 -3.3209 -2.2229 -1.46 0.75 -0.63 0.00
C -0.8672 -1.5116 -2.3937 1.97 1.13 2.01 0.13
O -2.0617 -1.6012 -2.9671 0.32 1.29 0.40 0.01
O -0.3675 -0.5688 -1.7202 -2.44 -3.06 -2.67 0.44
O -2.6659 -6.7573 -1.2101 -0.11 1.79 1.48 0.00
C -2.8104 -5.7515 -0.5119 -0.32 -2.50 -2.27 0.00
O -2.0163 -5.2855 0.3817 0.74 0.68 1.44 0.00
B -2.5313 -3.9446 0.8645 0.25 -0.37 -0.44 0.00
O -3.8663 -3.8343 0.2970 -0.38 -0.84 -0.63 0.00
C -4.0529 -4.8757 -0.5593 -1.43 0.09 0.04 0.00
O -5.0595 -5.1595 -1.1619 0.86 0.79 0.70 0.00
O -2.4809 -3.7447 2.3281 0.40 0.05 0.48 0.00
C -1.5444 -2.8328 2.6484 -0.60 -0.44 -0.32 0.00
O -1.2141 -2.4682 3.7501 -0.37 -0.40 -0.72 0.00
C -1.0144 -2.3106 1.3021 2.65 2.40 -0.70 0.14
O -1.6301 -2.9443 0.2979 0.92 1.33 1.08 0.06
O -0.1434 -1.4231 1.2415 -2.62 -2.47 0.02 -0.05
F 2.4716 -1.6173 -0.3211 -0.35 1.52 0.47 -0.01
C -2.5773 0.7070 0.0257 0.46 -0.98 0.51 -0.03
O -1.3214 1.0906 0.6229 -1.27 0.87 -0.11 -0.01
C -1.3658 2.4617 1.0198 1.08 -0.93 -0.66 -0.16
C -0.8045 3.2485 -0.1580 -0.27 1.04 0.37 0.05
N 0.6381 2.9990 -0.3237 -0.46 0.10 -1.12 -0.20
C 1.1619 3.4867 -1.6232 0.17 -0.07 0.23 -0.05
C 0.9357 2.5769 -2.8234 0.32 -1.22 0.43 0.00
O 1.5746 1.3190 -2.5605 -0.53 1.15 1.19 -0.04
C 1.8022 0.4102 -3.5838 0.52 -0.24 -0.95 0.03
H -2.3599 -0.2312 -0.4849 -0.34 -0.08 0.37 0.01
H -3.0799 1.3276 -0.7162 0.77 0.83 -0.24 0.00
H -3.3016 0.6343 0.8369 -0.16 -0.50 0.11 0.01
H -0.6905 2.5837 1.8667 0.25 -0.07 0.08 0.03
H -2.3442 2.7370 1.4134 -0.29 0.22 -0.49 0.00
H -0.9800 4.3088 0.0241 0.04 0.54 0.16 0.04
H -1.3547 3.0872 -1.0850 0.11 -0.64 0.00 0.00
H 1.1251 3.5296 0.3844 0.18 -0.11 0.39 0.15
H 2.2290 3.6715 -1.4994 0.13 -0.31 0.04 0.02
H 0.7590 4.4682 -1.8730 -0.38 0.30 -0.13 0.02
H 1.3403 3.0342 -3.7264 0.31 0.19 -0.13 0.00
H -0.1333 2.4675 -3.0058 -0.26 -0.36 0.02 -0.02
H 2.4517 0.8943 -4.3131 0.16 0.03 -0.51 0.01
H 0.9325 0.0143 -4.1083 -0.46 0.31 0.13 0.00
H 2.3364 -0.4617 -3.2064 -0.08 0.16 0.53 -0.03
C 0.7688 3.4076 5.9174 -0.30 0.06 -1.66 0.03
O 0.4983 2.5790 4.7854 -0.06 0.02 0.16 -0.04
C 0.9987 1.2457 4.9062 -0.21 -0.34 -1.11 0.00
C 0.7183 0.4878 3.5704 0.43 0.70 0.10 -0.03
N 1.6299 0.9256 2.4687 -0.26 -0.51 0.91 0.02
C 3.0089 0.3782 2.5567 -1.39 -0.25 -0.25 -0.09
C 3.8942 1.1832 1.6607 1.18 -0.48 0.50 -0.09
O 3.4452 1.2433 0.3257 1.56 0.46 0.50 -0.13
C 4.4375 1.9308 -0.4645 -2.02 0.24 -0.59 -0.07
H 0.1405 4.2894 5.7921 -0.48 -0.18 0.30 -0.01
H 1.7595 3.8446 5.7922 0.55 -0.48 0.69 0.00
H 0.5531 2.8686 6.8400 0.32 0.23 0.20 0.00
H 0.4769 0.7496 5.7246 0.12 -0.15 0.24 0.00
H 2.0777 1.2733 5.0579 0.18 -0.03 0.42 0.01
H -0.2973 0.7748 3.2978 -0.09 -0.30 -0.21 0.00
H 0.7591 -0.5967 3.6719 -0.05 0.10 0.09 0.00
H 1.6916 1.9180 2.6456 0.19 0.56 -0.49 0.07
H 3.0001 -0.6668 2.2466 -0.23 -0.02 -0.37 0.00
H 3.3674 0.3799 3.5860 0.38 0.28 0.19 0.00
H 4.8991 0.7666 1.7297 0.25 -0.80 -0.46 0.00
H 4.1512 2.1342 2.1271 -0.83 1.05 -0.20 -0.02
H 4.0788 1.8185 -1.4877 0.29 -0.33 -0.10 -0.02
H 5.4792 1.6248 -0.3671 -0.15 -0.34 0.33 0.01
H 4.3037 2.9946 -0.2685 0.53 0.35 0.29 0.02
```
Forces are in eV/Å.

## Properties
- Gap between HOMO and LUMO (spin up / spin down): 2.80 / 6.36 eV
- Total charge: -2
- Molecular weight: 668.09 g/mol
- Spin multiplicity: 2
- LUMO energy (spin up / spin down): 3.6 / 3.5 eV

# 2
The following is a quantum chemistry calculation of C20H30ClCoO2 as an isolated structure at a distorted geometry, from OMol25.

Structure (XYZ):
```
54
Properties=species:S:1:pos:R:3:forces:R:3:mulliken_spin:R:1
O -0.4950 -0.1174 -0.1782 0.78 0.56 -0.03 0.01
C 0.7186 -0.0715 -0.9768 -0.27 0.15 0.11 0.01
C 0.1822 1.1164 -1.7935 -0.64 -0.38 -0.36 0.00
H 0.8240 -1.0203 -1.5067 0.24 0.36 0.21 0.00
H 1.6326 0.1811 -0.4161 -0.37 -0.22 0.20 -0.01
C -1.0335 1.0658 -0.8402 0.46 -0.08 0.02 -0.01
H -0.1443 0.8819 -2.8032 0.39 0.18 0.37 0.00
H 0.7655 2.0413 -1.7789 -0.09 -0.15 0.04 0.00
C -2.3617 0.6547 -1.4577 0.01 0.01 0.03 0.00
H -2.1958 -0.2675 -2.0467 -0.16 0.47 0.17 0.00
H -2.7700 1.4584 -2.0921 0.05 -0.27 0.13 0.00
H -3.0793 0.4212 -0.6527 0.20 0.12 -0.29 0.00
C -1.0653 2.3195 0.0131 -0.47 0.12 0.33 0.01
H -0.0395 2.6556 0.1907 -0.32 0.06 0.08 0.00
H -1.5554 2.1594 0.9821 0.37 0.14 -0.46 -0.01
H -1.6218 3.1005 -0.5318 0.25 -0.11 0.08 0.00
Co 0.4273 -0.5422 3.2735 -1.75 -1.08 -0.55 2.40
C 0.9633 1.7679 4.4932 1.33 0.13 -0.43 0.22
C 1.7327 0.5628 4.3361 1.10 1.50 -0.94 -0.07
C 2.0286 0.4439 2.8847 1.61 2.42 0.85 -0.15
H 2.3047 0.0521 5.1096 -0.51 -0.09 -0.11 0.00
C 1.4665 1.6223 2.2518 0.80 -0.46 1.09 0.23
C 0.8590 2.4187 3.2440 0.24 -0.15 0.04 -0.04
H 0.4373 3.4095 3.0733 -0.24 -0.41 0.04 0.00
H 0.6003 2.1685 5.4360 -0.05 -0.19 -0.17 0.01
H 2.8321 -0.1590 2.4556 -0.37 0.17 0.18 0.01
H 1.6660 1.9160 1.2294 -0.27 -0.17 0.00 0.00
C -1.2898 -0.3436 4.4162 -1.40 -0.74 -0.36 0.03
C -1.8241 0.8278 3.7808 -0.52 -0.45 -0.15 0.16
C -2.2255 0.4951 2.4736 -0.15 -0.29 0.78 -0.03
H -1.9519 1.8071 4.2330 0.20 -0.21 -0.05 0.02
C -1.9481 -0.8673 2.2342 -0.15 -0.43 1.32 0.16
C -1.4004 -1.4387 3.4446 -1.79 1.13 0.27 -0.09
H -1.3479 -2.4952 3.6874 0.25 0.19 -0.14 -0.02
H -1.1317 -0.4777 5.4889 0.11 0.13 -0.44 -0.01
H -2.7696 1.1492 1.8004 0.22 -0.16 0.14 -0.01
H -2.2258 -1.4097 1.3385 0.33 0.03 0.08 0.00
O 0.2735 -1.2204 -3.5150 -0.13 0.06 -2.58 0.00
C -0.0255 -0.3104 -4.6160 0.19 0.57 0.20 0.00
C 0.4264 -0.9086 -5.9511 -0.43 -0.45 0.63 0.00
H 0.5208 0.6472 -4.5087 -0.15 -0.46 0.33 0.00
H -1.0997 -0.0690 -4.5906 0.33 -0.19 0.08 0.00
C 1.4161 -2.0078 -5.5248 -0.06 0.32 0.08 0.00
H 0.9079 -0.1485 -6.5699 -0.21 -0.13 -0.03 0.00
H -0.4532 -1.3107 -6.4602 0.28 -0.08 -0.19 0.00
C 1.2289 -2.1748 -4.0060 0.03 -0.34 0.44 0.00
H 2.4355 -1.6691 -5.7187 -0.04 -0.21 -0.12 0.00
H 1.2239 -2.9318 -6.0649 0.17 -0.06 0.01 0.00
H 2.1769 -2.0079 -3.4856 0.00 0.02 0.01 0.00
H 0.8952 -3.1897 -3.7322 -0.05 0.38 -0.10 0.00
Cl 1.8096 -3.2286 3.7145 0.66 -0.84 1.06 0.02
C 1.1157 -2.2120 2.4701 -0.42 0.10 -1.81 0.16
H 0.2840 -2.7781 2.0228 0.58 0.05 -0.14 -0.01
H 1.8999 -1.9664 1.7401 -0.19 -0.54 0.02 -0.02
```
Forces are in eV/Å.

## Properties
- Gap between HOMO and LUMO (spin up / spin down): 4.65 / 5.90 eV
- Total charge: -1
- ΔE to the lowest compared entry with this formula, charge and spin: 1.018 eV
- Molecular weight: 396.84 g/mol
- Spin multiplicity: 4
- LUMO energy (spin up / spin down): 2.4 / 2.4 eV

# 3
The following is a quantum chemistry calculation of the molecule C20H30ClN3O3, from OMol25.

Structure (XYZ):
```
57
Properties=species:S:1:pos:R:3:forces:R:3:lowdin_charge:R:1
C -2.7430 -1.5035 -2.8054 0.00 -0.01 0.00 -0.10
C -2.1597 -1.0728 -1.4652 0.01 0.02 0.01 -0.22
C -0.6298 -1.0996 -1.4171 0.00 0.00 -0.02 -0.34
C -0.0941 -2.5278 -1.4748 0.00 0.00 0.00 -0.06
C -0.1287 -0.3753 -0.1613 0.01 0.03 0.02 -0.28
C 1.3977 -0.4346 0.0099 -0.03 -0.02 0.00 -0.05
C 1.8443 0.5425 1.0835 -0.01 -0.01 0.01 -0.47
O 2.3587 1.6131 0.8036 0.01 0.01 0.01 0.06
N 1.5801 0.1454 2.3541 0.02 -0.03 -0.03 0.14
C 1.8172 0.9409 3.5713 0.05 -0.02 0.13 -0.41
C 3.3169 1.1649 3.7503 0.01 0.04 -0.15 -0.19
O 4.0777 -0.0313 3.6917 -0.08 -0.06 0.20 -0.04
C 1.0445 2.2756 3.5591 0.02 0.01 0.02 -0.08
C -0.3021 2.0118 4.2662 -0.01 -0.01 0.00 -0.12
C -0.3262 0.5105 4.5864 -0.05 -0.06 0.03 -0.37
C -1.1691 0.1501 5.7982 0.03 0.03 0.01 -0.07
C 1.1594 0.1751 4.7256 0.01 0.02 -0.04 -0.09
N -0.5311 1.0238 -0.1526 -0.01 0.00 -0.04 0.12
C -1.3532 1.5397 0.7929 -0.02 0.01 0.03 -0.44
O -2.0049 0.8511 1.5616 0.01 0.00 -0.01 0.06
C -1.4275 3.0367 0.8384 0.01 0.00 -0.01 -0.12
C -2.6132 3.6256 1.2629 0.00 -0.01 0.01 -0.08
N -2.7791 4.9390 1.3711 0.00 0.00 -0.01 0.08
C -1.7487 5.7218 1.0714 0.00 0.00 -0.01 -0.16
C -0.5244 5.2201 0.6541 0.02 0.02 0.00 -0.64
Cl 0.7774 6.3087 0.3115 -0.01 -0.01 0.00 0.68
C -0.3486 3.8554 0.5288 -0.02 -0.02 0.00 -0.05
H -3.8295 -1.4160 -2.8001 0.00 0.00 0.00 0.07
H -2.3643 -0.8749 -3.6145 0.00 0.00 0.00 0.08
H -2.5021 -2.5388 -3.0482 0.00 0.00 0.00 0.06
H -2.5027 -0.0612 -1.2394 -0.01 -0.01 0.00 0.10
H -2.5452 -1.7097 -0.6622 0.00 -0.01 -0.01 0.12
H -0.2465 -0.5456 -2.2855 0.00 -0.01 0.00 0.15
H -0.3767 -3.0768 -0.5715 0.01 0.00 0.00 0.09
H -0.5050 -3.0641 -2.3287 -0.01 0.00 0.00 0.07
H 0.9912 -2.5599 -1.5683 0.00 0.00 0.00 0.07
H -0.6171 -0.8203 0.7100 0.00 -0.01 -0.01 0.15
H 1.7086 -1.4501 0.2575 0.01 0.01 -0.01 0.12
H 1.8930 -0.1405 -0.9169 0.01 0.00 0.00 0.13
H 1.0448 -0.7017 2.4613 0.00 0.01 0.01 0.14
H 3.6676 1.8624 2.9852 -0.01 0.00 0.01 0.12
H 3.4758 1.6172 4.7319 0.01 0.00 0.00 0.13
H 3.5455 -0.6973 3.2440 0.06 0.04 -0.13 0.07
H 1.6291 3.0188 4.1061 0.00 0.01 -0.01 0.12
H 0.9527 2.6501 2.5430 -0.05 -0.02 0.00 0.09
H -0.3527 2.5779 5.2000 0.01 0.00 0.01 0.12
H -1.1655 2.3015 3.6682 0.01 0.01 -0.03 0.10
H -0.7349 -0.0171 3.7171 0.01 0.03 -0.01 0.12
H -0.7849 0.6477 6.6927 -0.01 0.00 0.01 0.08
H -2.2045 0.4640 5.6582 0.00 0.00 0.00 0.08
H -1.1682 -0.9256 5.9838 0.01 0.00 0.00 0.08
H 1.3841 -0.8950 4.7172 -0.01 0.00 -0.01 0.13
H 1.5394 0.5794 5.6689 0.00 0.00 0.00 0.14
H -0.0010 1.6624 -0.7238 0.01 0.00 0.01 0.14
H -3.4526 2.9940 1.5270 -0.01 0.01 0.00 0.12
H -1.8898 6.7916 1.1698 0.00 0.00 0.00 0.11
H 0.6186 3.4529 0.2467 0.00 0.01 0.00 0.11
```
Forces are in eV/Å.

## Properties
- Gap between HOMO and LUMO: 9.94 eV
- ΔE to the lowest compared entry with this formula, charge and spin: 0.066 eV
- Molecular weight: 395.93 g/mol
- Spin multiplicity: 1
- SMILES: CC[C@H](C)[C@@H](CC(=O)N[C@@]1(CO)CC[C@H](C)C1)NC(=O)c1cncc(Cl)c1
- LUMO energy: 0.3 eV